#P
Here is a 2-piece molecular cluster, C9H15P overall from OMol25. Energies are from the ωB97M-V functional and the def2-TZVPD basis.

Its spin multiplicity is 1. The calculation puts the gap between HOMO and LUMO (spin up / spin down) at 7.4 / 8.0 eV.

The geometry in XYZ format:
```
25
C9H15P | OMol25 | the ωB97M-V functional and the def2-TZVPD basis
C -1.8247 0.7541 0.0158
C 0.4377 -0.0600 0.8144
C -2.5940 1.7500 -0.7112
C -3.0564 0.4377 -0.1653
C -4.1928 -0.5453 0.1670
C -0.1769 -1.9541 -0.8162
C 4.2360 1.3948 -0.0208
C 0.8035 -1.3293 0.0949
C 3.1742 0.4629 0.6488
P 1.5885 0.2229 -0.4370
H -2.5412 1.9858 -1.7347
H -2.6988 2.6441 -0.1549
H -4.7114 -0.0815 0.9746
H -3.6406 -1.4653 0.4953
H -4.8363 -0.7308 -0.6782
H -0.7410 -1.2979 -1.4502
H 0.3355 -2.6379 -1.4914
H -0.9162 -2.5664 -0.3521
H 5.1574 1.3466 0.5567
H 4.4476 1.0689 -0.9710
H 3.8652 2.3993 0.1956
H 1.3255 -2.0190 0.7182
H 0.0207 -0.1494 1.8861
H 2.8944 0.8314 1.6537
H 3.6439 -0.4615 0.7618
```

#Q
Here is one molecule with the formula C9H15P from OMol25. Energies are from the ωB97M-V functional and the def2-TZVPD basis.

Its spin multiplicity is 1. The calculation puts the gap between HOMO and LUMO (spin up / spin down) at 6.8 / 7.3 eV.

The geometry in XYZ format:
```
25
C9H15P | OMol25 | the ωB97M-V functional and the def2-TZVPD basis
C 0.1679 -0.3758 -0.4591
C 0.1051 0.5261 0.5423
C 0.8761 -1.7031 -0.3206
C 2.5354 -0.5250 1.1580
C 1.8689 -1.7699 0.7685
C -1.7377 -1.0907 -1.9374
C -1.1147 2.3882 1.7795
C -0.5038 -0.1943 -1.7987
C -0.7165 1.7943 0.4355
P 1.0279 0.2964 2.0764
H 0.1329 -2.4998 -0.2128
H 1.3949 -1.8791 -1.2713
H 3.3523 -0.6623 1.8607
H 2.8275 0.0996 0.3148
H 1.8935 -2.6172 1.4320
H -2.2542 -0.8863 -2.8723
H -2.4276 -0.9173 -1.1147
H -1.4575 -2.1412 -1.9283
H -1.8232 1.7395 2.2897
H -1.5751 3.3647 1.6347
H -0.2449 2.5142 2.4246
H -0.7919 0.8435 -1.9582
H 0.2050 -0.4477 -2.5911
H -0.1147 2.5287 -0.1094
H -1.6256 1.6145 -0.1427
```

Tell me which of them is the most stable. Sure, it is #Q.

#P
Here is C2H8N4 as an isolated structure from OMol25. Energies are from the ωB97M-V functional and the def2-TZVPD basis.

Its net charge is +2. Its spin multiplicity is 1. The calculation puts the gap between HOMO and LUMO at 10.6 eV.

The geometry in XYZ format:
```
14
C2H8N4 | OMol25 | the ωB97M-V functional and the def2-TZVPD basis
C -1.4591 -0.0144 -0.4548
C 1.3535 -0.1225 0.0166
N 1.8213 1.0222 -0.3710
N 1.7542 -1.2786 0.2715
N -2.7250 0.0847 -0.0663
N -0.4908 -0.0046 0.4437
H -1.2315 -0.3543 -1.4121
H 2.7217 1.3647 -0.7158
H 1.4252 1.9282 -0.1804
H 2.7443 -1.3313 0.2418
H 1.2554 -2.1350 0.4146
H -3.6318 0.2287 -0.4786
H -2.8188 0.4042 0.8907
H -0.7186 0.2079 1.4001
```

#Q
Here is an isolated ion of composition C2H8N4 and charge +2 from OMol25. Energies are from the ωB97M-V functional and the def2-TZVPD basis.

The SMILES is NN[NH+]=C=C[NH3+]. Its net charge is +2. Its spin multiplicity is 1. The calculation puts the gap between HOMO and LUMO (spin up / spin down) at 8.6 / 8.6 eV.

The geometry in XYZ format:
```
14
C2H8N4 | OMol25 | the ωB97M-V functional and the def2-TZVPD basis
C -0.2643 -0.6547 0.2760
C -1.4084 -0.1399 0.6280
N 2.2920 0.9412 0.0788
N 0.9411 -0.9719 -0.0715
N -2.5032 0.1978 -0.3308
N 2.0949 -0.3920 -0.1278
H -1.7175 0.1235 1.7592
H 1.1206 -2.0475 -0.2437
H -2.1005 0.2034 -1.3020
H -2.6552 1.2368 -0.1930
H -3.3618 -0.2860 -0.2365
H 2.2277 1.2264 1.0657
H 2.5889 1.5216 -0.6498
H 2.7458 -0.9589 -0.6527
```

#R
Here is a 2-piece molecular cluster, C2H8N4 overall from OMol25. Energies are from the ωB97M-V functional and the def2-TZVPD basis.

Its net charge is +2. Its spin multiplicity is 1. The calculation puts the gap between HOMO and LUMO (spin up / spin down) at 7.7 / 5.3 eV.

The geometry in XYZ format:
```
14
C2H8N4 | OMol25 | the ωB97M-V functional and the def2-TZVPD basis
C 1.4866 -0.1216 -0.7818
C -1.5166 -0.1102 1.0122
N -2.4348 -0.7016 0.3180
N -1.0843 0.4702 2.0110
N 2.6204 0.1003 -1.4624
N 0.3425 0.5397 -0.8396
H 1.3501 -1.0724 -0.1523
H -3.3911 -0.8129 0.6873
H -2.2510 -1.2549 -0.5209
H -1.5049 0.6967 2.9306
H -0.0818 0.8760 2.1986
H 3.5143 -0.4305 -1.4134
H 2.5338 0.5458 -2.3996
H 0.4167 1.2753 -1.5878
```

Tell me which of them is the most stable. Sure, it is #P.

#P
Here is a 15-piece molecular cluster, CH29O17 overall from OMol25. Energies are from the ωB97M-V functional and the def2-TZVPD basis.

Its net charge is -1. Its spin multiplicity is 1. The calculation puts the gap between HOMO and LUMO at 8.9 eV.

The geometry in XYZ format:
```
47
CH29O17 | OMol25 | the ωB97M-V functional and the def2-TZVPD basis
C -0.3631 0.6260 -0.6114
O -1.5851 0.8040 -0.5554
O 0.1529 0.0970 0.5136
O 0.2739 0.7070 -1.6414
H -0.5361 -0.0030 1.1626
O -4.0451 0.8170 0.3776
H -4.5071 0.8950 -0.4974
H -3.1551 0.8660 0.0976
O -0.4941 -3.0600 0.4836
H -1.1441 -2.4410 0.0996
H -0.7661 -3.9080 0.2776
O 2.0919 -0.1280 -3.8744
H 1.4359 0.3360 -3.3474
H 2.7439 0.4870 -4.1424
O 1.8949 -2.5730 -0.4894
H 0.9729 -2.6960 -0.2434
H 2.1489 -1.7910 0.0116
O 0.4949 -2.1820 3.1426
H 0.4719 -2.4290 2.2066
H 0.8169 -1.2860 3.0796
O 2.8049 1.1540 -1.0244
H 3.0829 0.4990 -0.3724
H 1.8229 1.2040 -0.9974
O 3.2369 -0.7840 1.2596
H 2.7359 -0.1920 1.8656
H 4.1479 -0.6500 1.5906
O -0.2331 -1.7160 -2.7224
H 0.4549 -2.2220 -3.0774
H 0.1789 -0.9120 -2.4414
O -1.5071 0.0820 2.7246
H -1.9771 0.8760 2.6506
H -1.9701 -0.4540 3.3806
O 0.2019 2.6640 2.1936
H 0.5369 3.5400 2.1256
H 0.3489 2.2330 1.3446
O -1.1851 1.3950 -3.8274
H -0.6891 1.1350 -3.0584
H -0.7741 0.9490 -4.5244
O -2.7261 -1.6640 -0.2604
H -3.2711 -1.8230 0.5276
H -2.5691 -0.7150 -0.2454
O -1.7371 3.7680 -1.1054
H -0.8201 4.0340 -1.0234
H -1.7221 2.8330 -1.0214
O 1.6609 0.2360 3.1766
H 1.1349 0.9060 2.7426
H 1.9309 0.4860 4.0676
```

#Q
Here is a 15-piece molecular cluster, CH29O17 overall from OMol25. Energies are from the ωB97M-V functional and the def2-TZVPD basis.

Its net charge is -1. Its spin multiplicity is 1. The calculation puts the gap between HOMO and LUMO at 9.5 eV.

The geometry in XYZ format:
```
47
CH29O17 | OMol25 | the ωB97M-V functional and the def2-TZVPD basis
C -0.6024 0.3722 0.0887
O -1.7414 0.1862 0.6427
O -0.0174 -0.6298 -0.5793
O 0.0136 1.4292 0.1737
H -0.6184 -1.3278 -0.8283
O 0.2986 -3.7078 0.5397
H -0.2764 -3.9288 -0.2083
H -0.0334 -2.8298 0.8057
O -2.1104 -2.5108 1.2707
H -1.9714 -3.2378 1.8887
H -1.6134 -1.7898 1.6567
O -4.3494 -0.5658 1.1277
H -4.6664 -0.1038 1.9337
H -3.3644 -0.3978 1.0247
O -2.7774 2.6832 1.1687
H -2.0004 2.1902 1.0087
H -2.3934 3.5552 0.9667
O 2.7506 -1.8268 0.2017
H 2.1276 -2.1648 -0.4613
H 3.3926 -2.4528 0.3297
O -1.0454 2.8262 -1.7683
H -0.2054 2.9682 -2.1933
H -0.9054 2.3382 -0.9313
O 0.2556 0.4242 -3.6283
H -0.3224 -0.2788 -3.3203
H 0.6746 0.7382 -2.8273
O -1.8624 -2.6948 -1.3953
H -2.2204 -1.9488 -1.8773
H -2.1814 -2.6658 -0.4883
O 3.2856 3.0052 0.0087
H 2.6936 2.4132 0.5217
H 3.7846 3.4832 0.6507
O 2.2736 0.7062 1.4217
H 2.9846 0.2392 0.9547
H 1.5956 0.7582 0.7057
O 1.4056 -2.7488 -1.9673
H 0.8176 -3.4628 -2.1673
H 1.7826 -2.3388 -2.7553
O 0.8466 3.3062 1.5907
H 0.6046 4.1612 1.1547
H 0.5836 2.5742 0.9967
O 2.3976 0.5412 -1.7543
H 3.1346 0.6942 -1.1873
H 1.9396 -0.1878 -1.3643
O -1.0814 0.7882 3.1987
H -1.0994 0.6302 2.2427
H -0.1824 0.7902 3.4287
```

Tell me which of them is the most stable. Sure, it is #P.

#P
Here is one molecule with the formula CH2FIS from OMol25. Energies are from the ωB97M-V functional and the def2-TZVPD basis.

The SMILES is F[C@@H](S)I. Its spin multiplicity is 1. The calculation puts the gap between HOMO and LUMO at 9.4 eV.

The geometry in XYZ format:
```
6
CH2FIS | OMol25 | the ωB97M-V functional and the def2-TZVPD basis
C 0.1444 -0.2604 -0.2331
F 0.1324 -1.2896 0.5944
S -1.4400 0.6292 -0.2467
I 1.8942 1.0292 0.1309
H 0.4188 -0.9060 -1.2392
H -1.1498 0.7977 0.9938
```

#Q
Here is CH2FIS as an isolated structure from OMol25. Energies are from the ωB97M-V functional and the def2-TZVPD basis.

Its spin multiplicity is 1. The calculation puts the gap between HOMO and LUMO (spin up / spin down) at 8.6 / 6.7 eV.

The geometry in XYZ format:
```
6
CH2FIS | OMol25 | the ωB97M-V functional and the def2-TZVPD basis
C -1.7377 0.5557 -0.5648
F -1.5560 1.7849 -1.0877
S 2.5835 -0.7307 1.6519
I -0.3212 -0.0765 0.9521
H -1.8120 -0.3057 -1.3368
H 2.8434 -1.2276 0.3854
```

Tell me which of them is the most stable. Sure, it is #P.

#P
Here is a 2-piece molecular cluster, C9H15N2O overall from OMol25. Energies are from the ωB97M-V functional and the def2-TZVPD basis.

Its net charge is +1. Its spin multiplicity is 1. The calculation puts the gap between HOMO and LUMO (spin up / spin down) at 8.3 / 8.3 eV.

The geometry in XYZ format:
```
27
C9H15N2O | OMol25 | the ωB97M-V functional and the def2-TZVPD basis
C 0.0675 -1.9873 -2.2652
C 0.1089 -1.6260 -0.7704
C -0.6001 -0.9540 -2.7917
C -0.4754 -0.4585 -0.4506
C 1.4198 0.8173 1.3149
C 1.5301 0.7562 3.5325
C -0.7867 0.4260 2.3966
C -2.4595 0.0732 -1.8435
C -0.3909 1.4095 -2.1785
N 0.7020 0.7712 2.3182
N -0.9854 0.0483 -1.8229
O 2.3266 1.0644 0.6479
H 0.5152 -2.8593 -2.7638
H 0.7509 -2.2030 -0.1153
H -0.5362 -0.7528 -3.8318
H 1.9211 -0.2082 3.7117
H 2.3744 1.3477 3.4970
H 0.9223 1.0422 4.4635
H -0.8829 -0.2208 1.4020
H -1.0287 -0.0153 3.3766
H -1.2583 1.4088 2.3808
H -2.8486 0.3970 -2.8127
H -2.8585 -1.0192 -1.8833
H -2.6361 0.6584 -0.9191
H 0.6801 1.3356 -1.9003
H -0.3584 1.5025 -3.1751
H -0.7837 2.2490 -1.5017
```

#Q
Here is an isolated ion of composition C9H15N2O and charge +1 from OMol25. Energies are from the ωB97M-V functional and the def2-TZVPD basis.

The SMILES is CC1=[N+]2NC(=O)[C@@H](C)[C@@H]2CCC1. Its net charge is +1. Its spin multiplicity is 1. The calculation puts the gap between HOMO and LUMO at 10.3 eV.

The geometry in XYZ format:
```
27
C9H15N2O | OMol25 | the ωB97M-V functional and the def2-TZVPD basis
C -1.1880 1.2000 0.0406
C 2.2959 0.7011 -0.1068
C -2.3555 0.2860 -0.0458
C -2.0320 -1.1958 0.1465
C -0.6793 -1.5242 -0.4776
C 1.8036 -0.7218 -0.3276
C 0.3749 -0.6897 0.2279
C -1.4133 2.6650 -0.0423
C 2.7162 -1.7507 0.3287
N 1.1563 1.4583 0.1647
N 0.0081 0.7327 0.1532
O 3.3941 1.1504 -0.1538
H -3.1126 0.6100 0.6733
H -2.7984 0.4494 -1.0356
H -2.0101 -1.4388 1.2096
H -2.8152 -1.7987 -0.3097
H -0.4470 -2.5806 -0.3535
H -0.6877 -1.3002 -1.5457
H 1.7912 -0.8951 -1.4100
H 0.4040 -0.9582 1.2923
H -1.1428 3.1501 0.8974
H -2.4585 2.8825 -0.2416
H -0.8093 3.1137 -0.8322
H 2.7420 -1.6180 1.4073
H 3.7264 -1.6305 -0.0521
H 2.3779 -2.7582 0.1043
H 1.1590 2.4613 0.2885
```

Tell me which of them is the most stable. Sure, it is #Q.

#P
Here is an isolated ion of composition C2H5N4S and charge -1 from OMol25. Energies are from the ωB97M-V functional and the def2-TZVPD basis.

The SMILES is CN1C[N-][N+](=S)[N-]1. Its net charge is -1. Its spin multiplicity is 1. The calculation puts the gap between HOMO and LUMO (spin up / spin down) at 7.0 / 7.0 eV.

The geometry in XYZ format:
```
12
C2H5N4S | OMol25 | the ωB97M-V functional and the def2-TZVPD basis
C -0.0924 1.2878 0.2066
C -1.3325 -0.9994 -0.1814
N 0.8976 -0.8800 0.5968
N 1.2002 1.1336 -0.1896
N -0.3785 -0.2938 0.6854
N 1.7182 -0.0191 0.0672
S 3.2614 -0.3796 -0.1098
H -0.2425 1.9415 1.0900
H -0.6689 1.6285 -0.6422
H -2.0515 -0.2908 -0.6259
H -0.7797 -1.1211 -1.1329
H -1.5314 -2.0077 0.2357
```

#Q
Here is an isolated ion of composition C2H5N4S and charge -1 from OMol25. Energies are from the ωB97M-V functional and the def2-TZVPD basis.

The SMILES is C[C@H]1[N-]N[N-][N+]1=S. Its net charge is -1. Its spin multiplicity is 1. The calculation puts the gap between HOMO and LUMO (spin up / spin down) at 5.8 / 5.8 eV.

The geometry in XYZ format:
```
12
C2H5N4S | OMol25 | the ωB97M-V functional and the def2-TZVPD basis
C -0.3823 -0.5032 -0.1528
C 0.7206 0.4322 0.3283
N -0.8286 -0.1306 -2.3453
N -1.6959 0.0688 -0.1949
N -1.6878 0.4131 -1.4838
N 0.0529 -0.7819 -1.7113
S 1.4038 -1.5931 -2.1572
H -0.2110 -1.4697 0.3986
H 1.4554 0.4833 -0.4930
H 1.2318 0.1188 1.2771
H 0.4248 1.5683 0.5293
H -2.4452 1.0219 -1.7933
```

Tell me which of them is the most stable. Sure, it is #Q.

#P
Here is a 2-piece molecular cluster, C5H7Br overall from OMol25. Energies are from the ωB97M-V functional and the def2-TZVPD basis.

The SMILES is C#CBr.C=CC. Its spin multiplicity is 1. The calculation puts the gap between HOMO and LUMO at 10.3 eV.

The geometry in XYZ format:
```
13
C5H7Br | OMol25 | the ωB97M-V functional and the def2-TZVPD basis
C -2.0433 -1.0626 -2.8540
C -0.9554 -0.6390 -2.8888
C -0.7580 0.4196 -0.0936
C 0.2228 0.9447 0.6008
C 1.4736 0.0260 1.0419
Br 0.7422 -0.0634 -3.1169
H -2.8497 -1.6756 -2.4716
H -1.5568 1.0526 -0.4923
H -0.9797 -0.5689 -0.4442
H 0.4169 2.0077 0.7421
H 2.0758 0.7569 1.6491
H 1.9486 -0.2926 0.1209
H 1.0234 -0.8056 1.6280
```

#Q
Here is a 2-piece molecular cluster, C5H7Br overall from OMol25. Energies are from the ωB97M-V functional and the def2-TZVPD basis.

Its spin multiplicity is 1. The calculation puts the gap between HOMO and LUMO (spin up / spin down) at 9.8 / 3.9 eV.

The geometry in XYZ format:
```
13
C5H7Br | OMol25 | the ωB97M-V functional and the def2-TZVPD basis
C 0.1342 2.1641 -0.2386
C 0.4661 1.0745 0.5799
C 0.2566 -1.6040 0.6122
C -0.3737 -1.0394 -0.6790
C 0.1415 -0.2031 0.3503
Br -3.5300 0.0654 0.0337
H -0.1216 3.1489 0.1945
H 0.1586 2.0616 -1.2785
H 0.6529 1.1945 1.5561
H -0.4251 -2.1308 1.2144
H 1.1931 -2.0707 0.3836
H 0.2110 -1.1327 -1.7032
H -1.3833 -1.1993 -0.7216
```

Tell me which of them is the most stable. Sure, it is #P.

#P
Here is a 2-piece molecular cluster, C6H9BO2S overall from OMol25. Energies are from the ωB97M-V functional and the def2-TZVPD basis.

Its spin multiplicity is 1. The calculation puts the gap between HOMO and LUMO (spin up / spin down) at 7.2 / 7.2 eV.

The geometry in XYZ format:
```
19
C6H9BO2S | OMol25 | the ωB97M-V functional and the def2-TZVPD basis
B -1.0551 -1.6596 0.4468
C -2.6892 1.8489 0.4393
C -1.8762 0.7902 1.0102
C -3.4917 1.3549 -0.5184
C -1.9287 -0.4521 0.4354
C 1.1287 -1.1979 -0.8747
C 1.6574 -0.1426 -0.0256
O -0.8057 -2.8092 0.9613
O 3.0738 -0.0373 -0.2826
S -3.2261 -0.3175 -0.8246
H -2.8045 2.8257 0.9365
H -1.3220 1.1973 1.8371
H -4.1500 1.9353 -1.1554
H 0.5827 -1.0524 -1.7701
H 1.8695 -1.9186 -0.9728
H 1.2261 0.8407 -0.2112
H 1.5036 -0.4148 1.0275
H -1.3272 -3.1961 1.6098
H 3.3974 0.6718 0.2180
```

#Q
Here is a 2-piece molecular cluster, C6H9BO2S overall from OMol25. Energies are from the ωB97M-V functional and the def2-TZVPD basis.

Its spin multiplicity is 1. The calculation puts the gap between HOMO and LUMO at 8.6 eV.

The geometry in XYZ format:
```
19
C6H9BO2S | OMol25 | the ωB97M-V functional and the def2-TZVPD basis
B -0.1015 0.2006 0.0296
C 4.0400 -1.1244 -0.7232
C 2.6414 -0.9242 -0.8851
C 4.5068 -0.1797 0.1164
C 2.1277 -0.0754 0.0037
C -2.0359 -1.2317 0.8490
C -1.8139 1.8891 -0.5376
O -0.7315 -0.6984 0.5666
O -0.4542 1.5528 -0.3681
S 3.3023 0.8302 0.7963
H 4.6313 -1.6757 -1.4875
H 1.9424 -1.6391 -1.5116
H 5.5059 0.0840 0.3128
H -2.4038 -0.8705 1.7380
H -2.0546 -2.2861 0.8358
H -2.7140 -0.9261 0.1050
H -1.6622 2.9294 -0.9080
H -2.3915 1.9573 0.4082
H -2.4000 1.4126 -1.2895
```

Tell me which of them is the most stable. Sure, it is #Q.